Entry 1:
One molecule with the formula C12H13FN2O3S2 at a distorted geometry, computed with wB97M-V/def2-TZVPD.

```
! wB97M-V def2-TZVPD RIJCOSX def2/J DEFGRID3
* xyz 0 1
S -0.402 -1.471 -1.393
S -2.900 0.297 -0.312
F 5.304 -2.780 -2.566
O -1.899 3.063 2.211
O -1.010 -0.490 -2.318
O -1.222 -2.723 -1.327
N -0.350 -0.668 0.167
N -1.085 1.067 1.435
C 4.039 -2.377 -2.278
C 0.120 0.603 3.556
C -2.702 2.101 0.045
C 3.171 -2.017 -3.256
C 1.850 -1.661 -2.997
C -1.324 0.124 0.493
C -4.133 2.721 0.225
C 0.169 1.245 2.211
C 3.530 -2.509 -0.977
C -1.899 2.182 1.347
C 1.385 -1.769 -1.694
C 2.220 -2.263 -0.692
H 0.305 -0.507 3.662
H 4.124 -2.882 -0.203
H 3.531 -2.062 -4.295
H -4.873 2.058 -0.213
H 0.861 1.145 4.163
H 1.254 -1.190 -3.848
H 0.402 2.258 2.417
H -0.848 0.846 4.065
H -2.030 2.545 -0.797
H 1.911 -2.237 0.377
H -4.140 3.734 -0.243
H -4.461 2.736 1.265
H 1.100 0.883 1.771
*
```

Calculated values
Frontier orbital gap in Ha: 0.3538
E_tot in eV: -46163.6247
E_HOMO in eV: -9.57
ΔE to the lowest compared entry with this formula, charge and spin in kcal per mole: 0.0


Entry 2:
A 3-piece molecular cluster, C32H58BN7O9P2S2 overall at a distorted geometry, computed with wB97M-V/def2-TZVPD.

```
! wB97M-V def2-TZVPD RIJCOSX def2/J DEFGRID3
* xyz 0 1
S 5.997 1.207 0.096
S -2.345 -1.811 0.263
P 0.022 4.979 -4.398
P -4.524 -3.398 4.724
O 2.974 2.195 -1.016
O -3.566 -3.236 3.587
O 2.423 2.792 1.673
O 5.543 2.504 0.501
O 2.190 4.698 0.268
O 5.481 0.129 0.899
O -0.731 5.062 -3.104
O 0.166 -1.687 -1.476
O 0.841 4.546 2.253
N -1.293 5.089 -5.529
N -4.117 -1.994 5.667
N 1.285 5.331 -5.574
N 0.556 3.335 -4.246
N -3.805 -4.814 5.429
N -6.055 -3.706 5.537
N 6.356 -1.618 -2.812
C 0.364 2.334 -5.282
C 7.324 -1.820 -1.716
C 3.269 -0.141 -1.271
C -6.503 -5.120 5.567
C -3.446 -4.908 6.834
C 1.047 -1.143 -0.862
C 0.695 1.374 2.537
C 2.672 1.091 -0.659
C 4.164 -2.529 -2.420
C -4.467 -0.736 5.001
C 1.559 6.799 -5.601
C 5.012 -1.430 -2.312
C 2.871 -2.453 -1.933
C -1.955 6.396 -5.516
C -4.369 -1.857 7.091
C -7.164 -3.021 4.806
C 2.458 -1.258 -1.368
C 0.289 2.703 -2.959
C 0.870 -0.304 0.368
C -2.155 -3.389 -0.620
C 4.584 -0.219 -1.755
C 6.882 -2.879 -0.702
C 5.513 0.971 -1.642
C -1.240 4.604 -6.897
C 1.618 1.698 1.553
C -0.106 0.250 2.458
C 1.687 0.837 0.449
C -0.945 -1.846 1.424
C -2.973 -4.529 -0.003
C -2.736 -5.437 4.652
C -0.041 -0.634 1.381
C 2.620 4.750 -5.287
B 1.789 4.016 1.386
H -3.202 -5.944 7.082
H 2.639 3.668 -5.333
H -1.378 -1.883 2.425
H -2.310 -3.262 -1.689
H -6.575 -5.554 4.567
H 0.546 3.351 -2.129
H -2.188 6.698 -4.495
H -8.109 -3.177 5.324
H 5.077 1.879 -2.045
H 7.731 -3.401 -0.263
H -2.469 -5.492 -0.136
H -2.578 -4.281 7.074
H -5.863 -5.763 6.159
H -7.267 -3.386 3.781
H 2.174 -3.279 -1.966
H -2.233 4.681 -7.346
H 0.729 2.671 -6.253
H -3.918 -2.653 7.670
H 6.603 -0.813 -3.374
H -4.108 -0.733 3.971
H 8.295 -2.111 -2.115
H -2.998 -5.527 3.602
H 2.999 5.047 -4.306
H -7.486 -5.167 6.041
H -0.806 0.039 3.257
H -3.100 -4.396 1.071
H -7.014 -1.942 4.760
H 7.427 -0.875 -1.166
H -5.436 -1.803 7.348
H 1.910 7.169 -4.634
H -5.548 -0.546 4.986
H -3.941 -4.637 -0.494
H 0.897 1.802 -2.846
H -4.009 0.111 5.515
H 4.493 -3.463 -2.852
H -2.551 -6.449 5.019
H 0.673 7.373 -5.873
H 6.239 -3.640 -1.145
H -0.550 5.165 -7.541
H 3.322 5.090 -6.052
H -4.276 -4.641 7.489
H 2.314 7.027 -6.353
H -0.765 2.413 -2.860
H 0.953 1.443 -5.043
H -1.103 -3.652 -0.505
H 7.358 1.124 0.130
H 1.476 4.802 -0.369
H 0.598 1.997 3.418
H -1.349 7.187 -5.978
H -0.029 4.190 2.035
H -3.905 -0.937 7.454
H -1.798 -4.871 4.725
H -0.353 -2.757 1.319
H 6.309 -2.391 0.088
H -0.688 2.038 -5.371
H -2.893 6.357 -6.072
H -0.982 3.552 -6.953
H 6.434 0.777 -2.195
*
```

Calculated values
Frontier orbital gap in Ha: 0.2711
E_tot in eV: -103907.7419
E_HOMO in eV: -7.75


Entry 3:
One molecule with the formula C8H7ClO at a distorted geometry, computed with wB97M-V/def2-TZVPD.

```
! wB97M-V def2-TZVPD RIJCOSX def2/J DEFGRID3
* xyz 0 1
Cl -0.290 1.461 3.056
O -1.864 2.421 1.037
C -2.443 1.198 1.298
C 2.079 -0.415 -0.259
C -0.970 1.182 1.416
C 1.507 -0.535 -1.515
C 0.279 -0.073 -1.849
C 1.212 0.060 0.758
C -0.451 0.615 -0.896
C -0.014 0.686 0.427
H 2.928 -1.038 -0.089
H -0.098 0.029 -2.864
H -1.465 1.007 -0.958
H -2.756 0.836 0.253
H 1.704 0.134 1.710
H -3.097 0.979 2.076
H 2.129 -0.846 -2.358
*
```

Calculated values
Frontier orbital gap in Ha: 0.3764
E_tot in eV: -22977.0098
E_HOMO in eV: -9.45
ΔE to the lowest compared entry with this formula, charge and spin in kcal per mole: 24.2


Entry 4:
An isolated ion of composition C7H11N2 and charge +1 at a distorted geometry, computed with wB97M-V/def2-TZVPD.

```
! wB97M-V def2-TZVPD RIJCOSX def2/J DEFGRID3
* xyz 1 1
N -1.315 0.786 0.015
N -0.557 -1.265 -1.694
C 0.391 -0.470 -1.239
C 1.727 -0.652 -1.561
C -1.660 1.749 1.079
C 0.800 -0.192 0.976
C 2.902 -0.946 -1.766
C 0.151 0.543 -0.221
C 0.117 -1.023 1.706
H -1.253 1.324 1.932
H -1.411 -0.847 -1.188
H 1.838 -0.040 0.876
H -1.759 1.321 -0.746
H -0.908 -1.106 1.601
H 3.961 -1.212 -1.986
H 0.575 -1.639 2.449
H -1.267 2.724 0.954
H -2.705 1.722 1.202
H 0.695 1.446 -0.411
H -0.323 -2.224 -1.975
*
```

Calculated values
Frontier orbital gap in Ha: 0.3175
E_tot in eV: -10406.9589
E_HOMO in eV: -13.97
ΔE to the lowest compared entry with this formula, charge and spin in kcal per mole: 109.8


Entry 5:
One molecule with the formula C3H7NSi at a distorted geometry, computed with wB97M-V/def2-TZVPD.

```
! wB97M-V def2-TZVPD RIJCOSX def2/J DEFGRID3
* xyz 0 1
Si 2.372 0.286 -0.027
N -3.000 0.433 -0.031
C 0.630 -0.440 -0.026
C -2.052 -0.367 0.029
C -0.448 0.292 0.156
H -0.485 1.348 0.337
H -2.044 -1.458 0.005
H -3.927 0.017 -0.120
H 0.519 -1.500 -0.217
H 3.171 -0.360 1.016
H 2.967 0.024 -1.338
H 2.297 1.725 0.215
*
```

Calculated values
Frontier orbital gap in Ha: 0.3955
E_tot in eV: -12589.9494
E_HOMO in eV: -9.72
ΔE to the lowest compared entry with this formula, charge and spin in kcal per mole: 40.8